The following is a DFT calculation (the ωB97M-V functional and the def2-TZVPD basis) of a 2-piece molecular cluster, C43H40F6N3OS overall in a non-equilibrium geometry.

Summary:
HOMO energy = -8.145 eV
Lowest unoccupied orbital energy = -4.91 eV
Net charge = +1

Last column: Löwdin charge in e.
CARTESIAN COORDINATES (ANGSTROEM)
C: -4.64332 1.91980 3.71326  -0.026
H: 6.51378 1.07936 -0.41620  0.126
H: 5.55721 -0.58548 -1.24548  0.117
H: -5.22588 1.54743 4.55750  0.092
C: -4.56636 0.89532 2.64392  -0.306
C: 2.29333 -1.13265 -1.96152  -0.199
H: 2.50093 2.25791 -2.11868  0.123
H: -2.16537 -0.26181 4.13604  0.089
N: 5.12585 2.00592 -1.71981  -0.017
C: 4.51840 4.31272 -2.40127  -0.027
C: -3.23985 -2.43580 1.62159  -0.271
C: -1.53548 -4.82240 3.96682  -0.083
H: 4.00477 4.43968 -1.46446  0.109
H: 0.11071 -6.55744 -2.17669  0.122
C: 6.14832 2.07387 -0.66605  -0.014
H: -3.75092 -0.10389 4.90031  0.085
C: -2.66146 -2.97632 -0.55357  -0.128
H: 6.21034 1.96871 -4.12563  0.116
H: -7.20768 1.47312 0.88038  0.083
C: 3.48596 -8.64782 -6.58955  -0.071
H: 0.30792 -1.88767 -2.09505  0.132
C: -3.82500 -1.19022 1.74391  -0.422
F: 5.28050 4.02524 0.29190  0.139
H: 1.96342 -9.60810 -2.51799  0.150
C: 5.40405 -8.37462 -5.19160  -0.064
C: 4.58799 -8.07656 -4.12628  -0.040
C: 4.53282 -0.36548 -1.48202  0.016
C: 4.15557 0.96481 -1.71047  -0.157
C: 0.64007 -4.50838 -2.17380  0.019
H: 6.44239 3.84792 -5.69299  0.110
H: -2.71317 -1.91977 -0.81904  0.069
C: 1.90099 0.21788 -2.10220  0.016
H: 6.99858 2.65298 -1.02571  0.152
F: 3.30251 -7.29321 -0.64094  0.150
O: -3.56709 -3.23606 0.48360  -0.144
H: -3.23277 -1.67276 4.29675  0.097
H: -5.11101 2.83819 3.36376  0.075
N: 2.34236 -7.64055 -3.18606  -0.008
F: 2.68700 -9.30891 0.02642  0.150
C: 5.32473 5.19651 -4.47075  -0.070
H: 3.59419 -3.24679 -3.26859  0.117
N: -3.78956 -0.28543 2.80570  -0.099
H: 6.47400 -8.38320 -5.06566  0.111
H: 5.49708 -8.91299 -7.25593  0.110
C: 5.77222 2.92362 -3.89753  -0.014
S: -4.84588 -0.50331 0.49677  1.078
H: -1.65201 -3.20693 -0.21269  0.072
C: -0.39969 -4.11171 4.31104  -0.091
C: 5.88755 3.97304 -4.77738  -0.072
C: 4.62632 5.35794 -3.28931  -0.062
H: 3.98655 -5.61604 -3.68428  0.116
H: -5.92088 2.38737 0.09742  0.079
C: 2.09000 -6.26122 -2.94828  -0.159
C: 3.05434 -5.29156 -3.25828  0.027
H: 0.32763 -4.54799 4.97660  0.100
H: 0.70926 -2.30384 4.04868  0.102
C: 1.34659 -2.16735 -2.15095  0.122
H: 0.87061 0.44797 -2.31155  0.126
H: 1.59886 -8.30542 -5.65664  0.116
C: 3.63682 -1.38769 -1.60921  -0.002
C: 2.84044 -3.96688 -3.00210  0.005
H: -0.29962 -4.20104 -1.75199  0.100
F: 4.24937 -9.08103 -1.51918  0.139
C: -0.18083 -2.85155 3.78138  -0.089
C: -6.23104 1.93224 1.03889  -0.098
C: -3.19843 -0.60128 4.10728  -0.018
H: 4.18828 6.31346 -3.05007  0.112
C: 5.57366 2.74599 0.58947  -0.582
H: 3.93689 -2.39756 -1.38876  0.120
F: 4.46046 2.08003 0.94869  0.149
H: -0.91190 -1.33143 2.48004  0.114
H: -2.90937 -3.59013 -1.42093  0.094
C: -2.45417 -4.27698 3.10148  -0.023
H: 3.05663 -8.86939 -7.55284  0.110
C: -5.25351 0.91307 1.47875  -0.522
C: 3.20078 -8.05405 -4.27171  -0.222
C: 3.11139 -8.57041 -1.01732  -0.585
C: 1.62385 -3.52870 -2.43106  -0.194
C: 5.10177 3.07803 -2.68476  -0.225
H: -6.35839 2.72936 1.77286  0.071
C: -1.09548 -2.29851 2.91641  -0.075
C: 0.87556 -5.83342 -2.39833  0.016
C: -2.26738 -2.99187 2.57174  -0.207
H: -3.34095 -4.82505 2.83588  0.119
C: 2.81019 1.23286 -1.99963  0.024
H: -1.68669 -5.81438 4.36203  0.104
C: 2.03298 -8.60090 -2.11139  -0.009
H: 5.01208 -7.83747 -3.16750  0.109
C: 2.66561 -8.34799 -5.52682  -0.008
C: 4.85690 -8.66798 -6.42421  -0.070
H: 5.44114 6.02828 -5.14650  0.110
F: 6.49437 2.69270 1.57164  0.149
H: -3.64399 2.17853 4.06941  0.090
H: 1.06947 -8.36806 -1.65985  0.127

---

The following is a DFT calculation (the ωB97M-V functional and the def2-TZVPD basis) of C43H41BN12O4PbSe as an isolated structure in a non-equilibrium geometry.

Summary:
ΔE to the lowest compared entry with this formula, charge and spin = 137.2 kJ/mol
HOMO energy = -8.292 eV
Lowest unoccupied orbital energy = -0.06 eV

Last column: Löwdin charge in e.
CARTESIAN COORDINATES (ANGSTROEM)
C: -0.30553 1.62763 4.46104  0.053
H: -3.81583 -3.19707 0.97154  0.126
H: 5.67367 0.07863 0.84324  0.114
H: -0.04123 1.41813 -2.39306  0.030
C: 2.93157 -0.06327 -2.47116  -0.054
H: 1.80857 4.17473 4.51964  0.077
H: 2.36697 -0.42877 -4.49356  0.102
C: 3.28437 -2.68267 0.76634  -0.515
N: -0.01983 1.40963 2.26394  -0.005
C: 3.71597 0.35323 -0.16926  -0.274
C: 4.89447 -1.96907 -2.86736  -0.075
O: -2.88943 -2.16647 -1.20416  -0.004
C: -2.12533 0.43793 3.14564  -0.172
C: -0.60363 -2.34327 2.77284  -0.245
N: 0.24127 -2.42637 -1.51526  -0.076
C: 3.04467 -0.69167 -3.69586  -0.094
H: -4.27753 -1.57287 4.81684  0.109
N: 2.95197 1.79003 1.26794  0.031
O: -1.98313 -0.24477 -0.55576  -0.186
H: -0.70743 1.53843 5.44934  0.120
H: -3.28043 -5.02937 -4.77126  0.132
H: 5.46107 -1.60247 -0.84266  0.088
C: -2.19513 4.11503 -4.08426  -0.080
H: 2.18637 0.70163 -2.32226  0.080
H: 4.61037 3.02603 3.08384  0.071
Se: 1.49707 -2.15917 0.75484  1.134
C: -0.81873 1.07263 3.28534  -0.234
C: -1.47063 4.43213 -2.95216  -0.030
C: -2.66123 -3.52707 2.76144  -0.033
C: -1.39623 1.86213 -3.97026  -0.060
H: -2.78643 -2.54377 -5.15106  0.072
H: -1.17453 -5.45127 -3.50486  0.130
N: 1.26177 3.58383 0.67424  0.037
N: -0.32483 -2.33657 -3.57086  0.092
C: 1.26537 4.90443 0.40244  -0.253
C: -0.45503 -3.50917 -1.78056  -0.118
C: -1.44813 -4.46527 -3.89126  -0.113
C: -4.26103 0.34393 2.03484  -0.066
H: -1.52303 5.43043 -2.54756  0.107
H: -1.25993 -3.54767 4.41254  0.130
C: 0.52667 5.10483 -0.74906  0.043
C: 0.09277 3.83223 -1.14156  -0.222
H: 1.26297 3.24723 5.92994  0.086
C: 4.82367 1.97173 2.92974  -0.011
C: 4.18947 1.46103 1.68864  -0.251
O: 0.80527 -1.73557 4.59104  0.124
C: 0.81177 2.34523 4.07394  -0.245
C: -0.65863 2.18233 -2.84726  -0.047
B: 1.99947 2.86333 1.82704  -0.512
H: 2.68197 2.72333 5.01394  0.078
C: -3.90803 -0.89517 4.05924  -0.089
H: -4.90293 0.63963 1.21724  0.113
C: 1.94137 5.93593 1.23384  -0.017
C: -2.91753 -2.96657 1.52454  0.019
H: 1.56177 5.91343 2.25444  0.082
H: 5.66417 -2.71237 -3.02186  0.104
C: -2.96113 0.81093 2.09364  -0.033
C: -2.98013 -4.34567 -3.96886  -0.400
H: -4.72153 -4.82057 -2.79716  0.081
C: -4.73573 -0.51017 3.01704  -0.088
H: 4.11437 -2.14087 -4.85676  0.100
C: -1.49153 -3.18047 3.42504  0.004
H: 3.01737 5.76823 1.26104  0.087
C: -3.64233 -4.79637 -2.67166  -0.074
C: 0.69117 -1.93107 3.40814  -0.549
H: -3.26533 -2.27497 -3.46766  0.056
N: -0.80633 -3.47467 -3.07396  -0.080
H: 4.44467 1.41323 3.78594  0.089
N: 0.28587 -1.73037 -2.64726  0.005
O: 1.71217 -1.76777 2.59024  -0.267
H: -3.41603 -4.09607 -1.87296  0.044
H: 2.61617 3.65943 2.44124  0.108
H: -3.35913 -4.21757 3.21144  0.116
C: -1.98553 -2.09567 0.95934  -0.171
H: -3.30843 -5.79467 -2.39266  0.074
H: -2.78753 4.87703 -4.56856  0.103
H: 0.35177 6.04043 -1.23876  0.109
N: 2.65107 1.09533 0.16024  -0.042
H: -5.75313 -0.87207 2.97204  0.104
H: -4.43493 -2.89537 -4.62826  0.079
H: -1.95793 -0.73467 4.93284  0.119
N: 0.53777 2.93993 -0.25406  -0.034
C: -3.39063 -2.92317 -4.33066  -0.075
C: 1.69467 3.17463 4.93434  -0.006
C: -2.30863 -1.44077 -0.40206  -0.671
C: 4.78697 -1.33837 -1.64196  -0.056
C: 3.79577 -0.38097 -1.42436  -0.189
H: -2.73033 2.58333 -5.48516  0.103
H: -0.70203 -4.28467 -1.08936  0.144
H: -2.57953 1.46663 1.32654  0.105
H: -1.36503 0.85583 -4.35856  0.105
H: -1.03063 -4.34517 -4.89386  0.130
N: 4.36497 -3.05247 0.86264  0.114
C: -2.61033 -0.42087 4.13084  -0.040
C: -2.16443 2.82913 -4.59796  -0.080
N: 0.95977 2.19633 2.74674  0.040
C: 4.71217 0.54333 0.79574  0.045
H: 1.74837 6.92123 0.81644  0.083
C: 4.02417 -1.64997 -3.89776  -0.086
H: 5.89997 1.82793 2.87824  0.085
N: -0.83293 -1.83617 1.56194  0.021
C: -0.68813 3.46973 -2.31506  -0.159
Pb: 0.25447 0.62553 0.04624  1.446